Entry 1:
Molecular formula: C8H15ClNO6Si2
Method: DFT, ωB97M-V with the def2-TZVPD basis set

The geometry in ORCA input format:
```
! RIJCOSX wB97M-V def2-TZVPD def2/J DEFGRID3
* xyz -1 1
C 2.501 -1.953 -0.174
C 3.273 -1.027 -1.136
C 3.492 0.371 -0.531
O 3.228 1.425 -1.458
Si 1.678 1.991 -1.500
O 0.911 1.766 -0.062
Si -0.769 1.748 -0.047
C -1.524 0.102 -0.518
C -1.052 -0.733 -1.498
C -1.665 -1.900 -1.828
N -2.770 -2.313 -1.212
C -3.206 -1.522 -0.247
C -2.649 -0.337 0.144
H 1.895 -1.375 0.515
H 1.889 -2.653 -0.733
H 3.179 -2.544 0.434
H 4.248 -1.482 -1.273
H 2.770 -0.966 -2.095
H 4.547 0.445 -0.278
H 2.952 0.465 0.407
H 1.718 3.434 -1.813
H 0.974 1.348 -2.631
H -1.249 2.170 1.272
H -1.229 2.768 -1.025
H -0.159 -0.463 -2.041
H -1.259 -2.507 -2.624
H -4.092 -1.848 0.284
H -3.075 0.240 0.954
O -3.036 1.111 2.703
Cl -2.912 1.070 4.153
O -1.599 0.578 4.494
O -3.921 0.190 4.688
O -3.090 2.401 4.678
*
```

## Properties
Orbital gap in eV: 8.8
Max |F| in eV Å⁻¹: 1.842
Lowest unoccupied orbital energy in eV: 2.7
HOMO level in eV: -6.091

---

Entry 2:
Molecular formula: C8H15IN
Method: DFT, ωB97M-V with the def2-TZVPD basis set

The geometry in ORCA input format:
```
! RIJCOSX wB97M-V def2-TZVPD def2/J DEFGRID3
* xyz 1 1
C 0.829 2.107 1.282
C -0.260 1.376 1.051
C -0.308 -0.162 0.795
C 2.231 1.606 1.698
C -1.594 1.912 0.603
C -1.326 -2.293 -0.580
C 0.438 -1.855 -2.475
C -0.270 -1.449 -1.146
N 0.255 -0.523 -0.461
I 3.365 0.870 0.010
H 0.731 3.241 1.081
H 0.261 -0.675 1.686
H -1.438 -0.380 0.927
H 2.813 2.284 2.199
H -1.833 2.795 1.128
H -2.445 1.240 0.735
H -1.665 2.256 -0.417
H -1.550 -3.102 -1.285
H -1.011 -2.644 0.430
H -2.256 -1.642 -0.321
H -0.280 -1.833 -3.321
H 0.850 -2.895 -2.510
H 1.200 -1.144 -2.763
H 2.198 0.772 2.371
H 1.063 0.138 -0.715
*
```

## Properties
Orbital gap in eV: 9.1
SMILES: CC(C)=[NH+]C/C(C)=C\CI
Max |F| in eV Å⁻¹: 4.999
Lowest unoccupied orbital energy in eV: -3.8
HOMO level in eV: -12.846

---

Which of these has the lowest max |F|?
C8H15ClNO6Si2